No. 1
Computed, not measured: 3 unconnected molecules or ions with the total composition C15H25BrFN3O at a distorted geometry, with ωB97M-V with the def2-TZVPD basis set.

Structure (SMILES)   CC[C@H](Br)[C@@H]1C[C@H](F)C(=O)N1.CCCC#N.CCCC#N
Multiplicity   1
HOMO   -0.37122 Eh
LUMO energy   0.4 eV
Electronic energy   -95238.4670 eV

Last column: natural (NBO) charge in e.
Positions of all 46 atoms, in Å:
C 1.1489 0.9857 0.4220  -0.446
C -1.0003 2.0642 0.5351  0.644
H -2.4162 5.9379 6.2940  0.216
H -2.7990 4.9012 4.0770  0.214
H 1.9352 -8.4680 -2.6604  0.216
H -1.0064 4.4547 2.5092  0.267
F -0.7020 0.0117 1.6185  -0.350
N 1.6265 5.5505 3.8082  -0.345
C -0.9056 0.1308 -2.7682  -0.427
H 0.3868 -7.6608 -2.9095  0.203
H 2.8880 -6.3842 -1.6780  0.209
H 0.2191 1.6620 2.3001  0.189
H -2.2340 -1.2462 -3.7610  0.216
H 1.4900 -6.9308 -0.7714  0.208
C 1.8066 -6.5190 -1.7310  -0.378
N 1.9331 -3.9126 -4.0573  -0.346
C 1.1293 -5.1565 -1.9096  -0.516
H 1.3429 1.7744 -1.5482  0.208
Br 0.2504 -1.7353 -0.9099  -0.020
H -0.7451 3.4992 3.9545  0.240
C 0.5776 5.0971 3.7046  0.290
C 0.6012 1.1886 -1.0087  -0.063
H 1.8133 -7.1412 -3.8127  0.216
H 1.1770 -0.1604 -2.5538  0.221
H 1.3379 -4.5201 -1.0490  0.254
C -0.7594 4.5205 3.5699  -0.520
H 0.0460 -5.2788 -1.9609  0.245
H -1.7839 0.2998 -2.1545  0.219
C -1.6166 5.3775 5.8102  -0.612
C -0.0270 1.2007 1.3522  0.119
H -1.8375 6.3576 3.9054  0.207
H -0.9136 -0.7292 -4.7723  0.213
H -0.7264 1.0494 -3.3280  0.205
C 0.3242 -0.0527 -1.8929  -0.219
H 1.6925 0.0716 0.6073  0.252
H 1.8350 1.8104 0.6160  0.228
H -1.6119 4.3696 6.2290  0.203
C 1.5802 -4.4590 -3.1122  0.299
C -1.1746 -1.0112 -3.7573  -0.618
H -0.9164 2.6476 -1.4439  0.415
N -0.5475 2.0224 -0.7510  -0.608
H -0.6711 5.8564 6.0684  0.214
C -1.8261 5.3407 4.3007  -0.377
H -0.6325 -1.9141 -3.5093  0.225
O -1.9977 2.6460 0.9537  -0.598
C 1.4648 -7.5025 -2.8443  -0.612

No. 2
Computed, not measured: 2 unconnected molecules or ions with the total composition C15H25F3N6O4P at a distorted geometry, with ωB97M-V with the def2-TZVPD basis set.

Total charge   +1
Multiplicity   1
HOMO   -0.38565 Eh
LUMO energy   -3.3 eV
Electronic energy   -50526.4707 eV

Last column: natural (NBO) charge in e.
Positions of all 54 atoms, in Å:
F 0.9277 -0.3787 1.7424  -0.331
H 0.9936 -1.9817 -2.4978  0.217
H 0.0938 1.8439 -4.2985  0.223
F 2.4881 0.2724 3.0764  -0.297
H 3.6063 -1.7748 -0.7370  0.259
C -0.3991 3.7843 -1.2158  -0.743
C 1.4530 0.3738 -3.5746  -0.395
P -3.0822 -4.0720 0.0918  1.390
H -3.2689 -2.6376 1.7214  0.487
N -2.7705 2.2265 1.5038  -0.516
H -1.0611 4.1781 -0.4479  0.256
H -3.6745 3.5391 4.3386  0.231
H 2.2321 0.6324 -4.2908  0.231
O 3.4275 0.4531 0.5635  -0.668
C -3.1873 3.0408 3.5180  -0.302
H 1.2826 2.5007 -3.1583  0.175
N -0.4759 -4.0287 1.4129  -0.350
H 2.6030 0.9440 0.5026  0.477
C 0.6286 1.6450 -3.3702  -0.217
H 0.1333 -0.7775 -1.5871  0.242
H 3.0537 -0.5980 -2.5125  0.224
H -2.8712 1.9949 0.5320  0.413
C 2.8933 -1.9023 0.0743  -0.248
C 3.1897 -0.8094 1.1175  -0.003
C -1.6927 1.9027 2.2857  -0.109
F 2.0311 -1.8304 2.9329  -0.334
O -3.4058 -2.9561 -1.0553  -0.935
H -3.1411 -2.0790 -0.7393  0.495
N -0.6647 -2.7959 -0.3975  -0.502
C -1.1107 2.6978 -2.0265  0.705
O -3.7517 -3.4348 1.4653  -0.951
C 1.1141 -1.2253 -1.7187  -0.222
O -2.2426 2.8434 -2.3846  -0.504
H -4.6054 3.2675 1.8114  0.221
H 3.1137 -2.8832 0.4999  0.209
H 0.8405 -0.4007 -4.0377  0.213
C -1.9213 2.3972 3.5424  -0.286
C 0.6173 -2.6923 0.0794  0.596
H -0.8604 1.3519 1.8819  0.191
H -0.0992 4.6070 -1.8623  0.257
C -1.2904 -3.6097 0.4394  0.090
H 2.1932 0.6784 -1.6006  0.198
H 1.5334 -3.6189 1.7684  0.453
N -0.3835 1.4848 -2.3148  -0.693
H -1.2560 2.3097 4.3851  0.223
H 4.1108 -1.1035 1.6250  0.223
H 0.0604 1.2176 -1.4415  0.342
C 2.0832 -0.1774 -2.2640  -0.424
H 0.4876 3.3929 -0.7129  0.201
H -0.7058 -4.6460 2.1754  0.457
N 0.7360 -3.4547 1.1775  -0.372
C -3.6849 2.9201 2.2477  -0.065
C 2.1368 -0.6967 2.2233  0.950
N 1.5424 -1.9346 -0.4896  -0.382